No. 1
{
  "formula": "C5H5NO",
  "method": "ωB97M-V with the def2-TZVPD basis set",
  "total_energy_ha": -323.34307,
  "relative_energy_kj_mol": 463.7,
  "homo_energy_ev": [-7.80, -7.21],
  "lumo_ev": [-0.43, -0.39],
  "elements": ["C", "C", "C", "C", "C", "N", "O", "H", "H", "H", "H", "H"],
  "positions_angstrom": [[1.31581, -0.84935, -0.03544], [0.10765, -0.74787, 0.55953], [1.68365, 0.07807, -1.04440], [-0.85032, 0.31019, 0.06665], [-2.05324, 0.48628, 0.61297], [-0.39485, 1.16629, -0.91008], [0.78628, 1.00969, -1.40500], [2.13331, -1.52550, 0.36604], [-0.31779, -1.22669, 1.43194], [2.72073, 0.31785, -1.34155], [-2.86010, 1.26286, 0.37010], [-2.27114, -0.28182, 1.32923]],
  "forces_ev_per_a": [[1.682, -0.521, 0.792], [-1.516, 1.416, -0.568], [-0.140, -0.083, 0.755], [1.844, -0.584, -0.175], [-1.767, 0.717, -0.049], [-2.048, 0.831, 0.042], [2.343, -0.322, -0.593], [-1.235, 0.770, -0.658], [0.744, -0.649, -0.061], [-1.018, -0.319, -0.136], [1.707, -1.277, 0.192], [-0.594, 0.021, 0.459]]
}


No. 2
{
  "formula": "C15H15N7O2RuS2",
  "method": "ωB97M-V with the def2-TZVPD basis set",
  "multiplicity": 6,
  "total_energy_ha": -2005.41090,
  "relative_energy_kj_mol": 0.0,
  "total_charge": 1,
  "homo_energy_ev": [-9.87, -11.44],
  "lumo_ev": [-2.57, -5.43],
  "elements": ["Ru", "N", "C", "S", "N", "N", "C", "C", "C", "C", "C", "C", "N", "H", "H", "H", "H", "H", "H", "H", "C", "N", "C", "C", "C", "O", "N", "C", "O", "H", "H", "H", "H", "H", "S", "C", "C", "N", "C", "H", "H", "H"],
  "positions_angstrom": [[0.14057, 0.67377, 0.15126], [2.00531, 4.59351, 0.20208], [1.26521, 3.49241, 0.23453], [1.99034, 1.96460, 0.65336], [-0.05228, 3.66751, 0.00910], [-0.70110, 2.52944, -0.13870], [-2.08739, 2.62680, 0.10362], [-2.68671, 1.51256, 0.66812], [-4.06292, 1.44097, 0.98239], [-4.56152, 0.30686, 1.57380], [-3.70103, -0.75606, 1.85330], [-2.36359, -0.64556, 1.50438], [-1.85954, 0.43663, 0.92626], [2.98851, 4.55815, 0.41425], [1.56589, 5.48473, 0.03061], [-2.59885, 3.55172, -0.11915], [-4.69738, 2.28635, 0.75596], [-5.61095, 0.24080, 1.82612], [-4.05438, -1.65957, 2.32684], [-1.67359, -1.45664, 1.68877], [3.72630, -3.10481, 1.79073], [2.47964, -2.79398, 1.09531], [1.73691, -3.76107, 0.48403], [0.59549, -3.49727, -0.17486], [0.13854, -2.13256, -0.22894], [-0.88289, -1.74490, -0.80206], [0.90303, -1.17672, 0.42459], [2.09746, -1.46012, 1.06250], [2.78954, -0.60509, 1.57938], [3.88665, -4.17854, 1.74887], [3.66552, -2.78160, 2.82731], [4.55911, -2.58920, 1.31764], [2.13556, -4.76346, 0.56253], [0.02359, -4.26957, -0.66255], [1.43987, 0.86087, -4.42838], [-0.16504, 0.28203, -4.31439], [-0.53476, 0.18827, -3.01552], [0.43747, 0.57827, -2.12493], [1.52835, 0.95524, -2.74019], [-0.74153, 0.03338, -5.18902], [-1.47473, -0.18179, -2.64024], [2.41134, 1.29364, -2.21868]],
  "forces_ev_per_a": [[0.002, -0.092, -0.029], [0.019, -0.008, 0.002], [-0.018, 0.037, -0.007], [0.047, -0.001, 0.026], [-0.024, 0.000, 0.002], [0.028, -0.012, -0.019], [-0.031, -0.001, 0.013], [-0.005, 0.010, -0.004], [-0.004, -0.002, 0.002], [0.008, -0.002, -0.001], [-0.005, 0.007, -0.001], [0.003, -0.007, -0.003], [-0.013, 0.020, 0.014], [-0.001, -0.002, 0.002], [-0.007, -0.001, -0.004], [0.000, 0.000, 0.001], [0.000, 0.001, 0.001], [-0.001, -0.001, 0.001], [-0.002, -0.001, -0.001], [0.000, 0.002, 0.002], [0.000, 0.004, -0.004], [-0.002, -0.008, -0.001], [0.004, -0.004, 0.002], [-0.005, 0.003, -0.006], [-0.010, -0.004, -0.008], [0.005, 0.005, -0.004], [0.018, 0.043, 0.006], [0.001, -0.001, 0.019], [-0.004, 0.001, -0.006], [-0.002, 0.000, 0.000], [0.003, 0.001, 0.000], [0.001, 0.001, 0.002], [-0.005, -0.002, -0.001], [0.001, -0.003, 0.003], [-0.007, -0.002, -0.007], [0.007, -0.001, 0.008], [-0.005, -0.002, -0.004], [0.004, 0.027, 0.006], [0.002, -0.010, -0.001], [0.000, 0.000, -0.002], [-0.001, 0.001, -0.001], [-0.001, 0.005, 0.001]]
}


No. 3
{
  "formula": "C33H48N4O2P",
  "method": "ωB97M-V with the def2-TZVPD basis set",
  "total_energy_ha": -1996.86619,
  "relative_energy_kj_mol": 38.6,
  "total_charge": 1,
  "homo_energy_ev": -9.03,
  "lumo_ev": -4.27,
  "elements": ["C", "O", "C", "C", "C", "C", "C", "C", "C", "N", "C", "C", "C", "C", "C", "C", "C", "C", "C", "O", "N", "C", "C", "C", "C", "C", "C", "H", "H", "H", "H", "H", "H", "H", "H", "H", "H", "H", "H", "H", "H", "H", "H", "H", "H", "H", "H", "H", "H", "H", "H", "H", "H", "H", "C", "C", "C", "C", "N", "P", "H", "N", "C", "C", "C", "C", "C", "C", "H", "H", "H", "H", "H", "H", "H", "H", "H", "H", "H", "H", "H", "H", "H", "H", "H", "H", "H", "H"],
  "positions_angstrom": [[7.58356, 0.35593, -3.23453], [6.99839, -0.90709, -2.83005], [5.71168, -0.90667, -2.39866], [5.23561, -2.08851, -1.77018], [4.00749, -2.07735, -1.15715], [3.13975, -0.95731, -1.24798], [1.76760, -1.05597, -0.80037], [0.75675, -0.38036, -1.49717], [-0.60994, -0.57494, -1.32579], [-1.53809, 0.27840, -1.80617], [-2.96632, -0.04267, -1.78283], [-3.42875, -1.12809, -2.76831], [-4.91568, -1.41053, -2.62740], [-5.79233, -1.25531, -3.71016], [-7.17365, -1.36052, -3.50999], [-7.68213, -1.65699, -2.24199], [-6.79921, -1.88196, -1.17541], [-5.41723, -1.77895, -1.37922], [-3.58583, 1.30503, -2.12929], [-4.77108, 1.61577, -2.06212], [-2.57157, 2.14524, -2.50055], [-2.83061, 3.48070, -2.97814], [-1.23729, 1.58514, -2.42482], [-0.32875, 2.48765, -1.58341], [-0.66362, 1.42262, -3.84028], [3.62821, 0.20574, -1.89410], [4.85706, 0.21626, -2.52983], [8.64825, 0.13305, -3.31273], [7.18182, 0.66440, -4.20802], [7.41120, 1.14670, -2.49257], [5.87802, -2.96476, -1.76280], [3.64714, -2.96509, -0.63182], [1.49782, -1.91756, -0.18329], [1.07839, 0.31613, -2.27160], [-1.00078, -1.43845, -0.77140], [-3.26282, -0.32038, -0.75898], [-3.20706, -0.77943, -3.78889], [-2.83816, -2.04106, -2.58026], [-5.37050, -1.02547, -4.68939], [-7.84619, -1.19252, -4.35205], [-8.75917, -1.73056, -2.07879], [-7.17152, -2.11943, -0.18150], [-4.71446, -1.95676, -0.55917], [-3.90807, 3.65919, -2.96160], [-2.33976, 4.21930, -2.33359], [-2.44827, 3.60214, -3.99964], [-0.78508, 2.68516, -0.60554], [0.65065, 2.03490, -1.42500], [-0.19008, 3.43264, -2.11859], [-1.41706, 0.98495, -4.50814], [-0.38007, 2.40802, -4.22574], [0.21883, 0.78205, -3.84521], [3.02042, 1.10917, -1.92179], [5.17346, 1.09048, -3.10451], [-2.14911, 1.57013, 2.17080], [-1.52903, 0.46463, 3.01632], [-1.86821, 0.69483, 4.49038], [-2.05438, -0.90360, 2.59442], [-0.05120, 0.51581, 2.87350], [0.92798, -0.88446, 2.62770], [1.39423, -0.55065, 1.24565], [2.22441, -0.13814, 3.47089], [3.24167, -0.89394, 4.23673], [4.62470, -0.35201, 3.89851], [3.14630, -2.38213, 3.91942], [2.95862, -0.68599, 5.72819], [1.94462, 1.17658, 3.78658], [0.66951, 1.54374, 3.44989], [-1.90644, 1.44088, 1.11040], [-3.24145, 1.53327, 2.28268], [-1.80171, 2.55819, 2.49308], [-1.39406, -0.07592, 5.11200], [-1.52531, 1.68062, 4.83151], [-2.95691, 0.63727, 4.62442], [-1.63618, -1.70662, 3.21529], [-3.14576, -0.90939, 2.73531], [-1.84914, -1.12205, 1.54062], [4.72291, 0.69928, 4.18936], [5.37796, -0.93425, 4.44525], [4.82840, -0.44028, 2.82688], [2.17619, -2.79795, 4.21731], [3.31774, -2.59553, 2.86087], [3.92062, -2.90265, 4.50024], [1.94653, -1.04109, 5.97055], [3.68716, -1.25816, 6.32085], [3.03354, 0.37508, 6.00631], [2.64953, 1.76237, 4.36754], [0.17527, 2.47006, 3.71904]],
  "forces_ev_per_a": [[-0.142, -0.476, -0.075], [-0.797, 0.355, 0.233], [0.036, 0.115, -0.137], [0.528, 0.677, -0.208], [-0.700, 0.048, 0.016], [0.600, 0.507, 0.363], [-0.799, -0.679, -1.407], [1.011, -0.189, 0.355], [-0.995, 1.126, -0.232], [1.232, -1.656, 0.553], [-0.552, 0.315, 0.440], [0.173, -0.226, -0.293], [-0.081, -0.038, -0.107], [0.061, 0.096, 0.574], [0.252, -0.077, 0.018], [0.359, -0.060, 0.133], [0.300, 0.047, -0.360], [-0.449, 0.125, -0.069], [-1.173, 0.923, 0.339], [1.563, -0.643, -0.205], [-0.637, -0.397, 0.229], [0.252, 0.416, -0.085], [0.080, 0.365, -0.641], [-0.129, -0.134, 0.303], [-0.104, -0.075, -0.169], [-0.232, -0.498, -0.294], [0.387, -0.203, 0.316], [-0.186, 0.179, -0.061], [0.147, -0.062, 0.191], [0.014, -0.305, -0.077], [-0.080, 0.187, 0.129], [0.156, 0.183, -0.207], [0.100, 0.293, -0.148], [-0.109, -0.260, 0.531], [0.120, 0.345, -0.176], [0.120, 0.124, -0.272], [-0.023, -0.223, 0.208], [-0.123, 0.238, -0.099], [-0.264, 0.044, 0.187], [0.143, -0.105, 0.266], [0.354, 0.062, -0.084], [-0.018, -0.014, -0.235], [-0.356, 0.052, -0.129], [0.203, -0.160, -0.005], [-0.157, -0.064, -0.119], [-0.165, 0.027, 0.152], [0.113, -0.015, -0.203], [-0.161, 0.249, 0.013], [-0.033, -0.176, 0.161], [0.199, 0.075, 0.165], [-0.046, -0.228, -0.001], [-0.092, 0.129, -0.144], [0.083, -0.210, -0.046], [-0.076, -0.288, 0.425], [-0.335, -0.004, -0.078], [0.449, 0.158, 0.378], [-0.352, -0.063, 0.156], [-0.376, -0.010, 0.186], [-0.605, -1.277, -0.583], [0.335, 1.105, -0.375], [0.012, 0.096, 0.415], [0.034, -1.210, -0.217], [-0.273, 0.343, 0.351], [0.260, -0.176, -0.026], [0.173, -0.148, 0.271], [0.116, -0.193, 0.263], [-1.542, 1.070, -0.121], [1.746, 0.258, 0.767], [0.019, -0.014, 0.087], [0.225, 0.131, -0.070], [-0.076, -0.159, -0.094], [-0.104, 0.176, -0.093], [-0.154, -0.300, -0.053], [0.249, 0.056, 0.099], [-0.101, 0.189, -0.204], [0.297, -0.025, -0.103], [0.058, 0.021, 0.061], [0.006, -0.165, -0.062], [-0.079, 0.213, -0.120], [-0.025, 0.017, 0.100], [0.196, 0.088, -0.088], [-0.014, 0.044, -0.001], [-0.187, 0.085, -0.214], [0.253, 0.098, -0.006], [-0.231, 0.209, -0.049], [0.002, -0.380, -0.014], [-0.164, -0.004, -0.351], [0.281, -0.070, -0.223]]
}